Model 1:
{"formula": "C4H14N", "method": "ωB97M-V/def2-TZVPD", "gap_ev": 10.913, "charge": 1, "e_homo_ev": -14.76, "spin_multiplicity": 1, "symbols": ["C", "C", "N", "H", "H", "H", "H", "H", "H", "H", "H", "C", "C", "H", "H", "H", "H", "H", "H"], "positions_angstrom": [[-1.870, -0.549, -0.415], [-0.845, -1.180, -1.309], [-2.318, 0.853, -0.921], [-2.764, -1.152, -0.315], [-1.475, -0.325, 0.562], [-0.079, -1.639, -0.699], [-0.273, -0.556, -2.002], [-1.923, 1.539, -0.290], [-2.077, 1.020, -1.897], [-3.336, 0.919, -0.869], [-1.257, -1.915, -1.999], [1.565, 0.079, 1.274], [2.956, 0.718, 1.243], [0.731, 0.736, 1.077], [1.578, -0.738, 0.583], [1.426, -0.392, 2.245], [3.680, -0.091, 1.334], [3.145, 1.398, 2.072], [3.136, 1.275, 0.325]], "mulliken_charge": [-0.173, -1.172, -0.339, 0.311, 0.264, 0.243, 0.434, 0.342, 0.351, 0.354, 0.380, -0.494, -1.072, 0.183, 0.130, 0.328, 0.297, 0.308, 0.325]}

---

Model 2:
{"formula": "C4H14N", "method": "ωB97M-V/def2-TZVPD", "gap_ev": 11.128, "charge": 1, "e_homo_ev": -14.93, "spin_multiplicity": 1, "symbols": ["C", "C", "N", "H", "H", "H", "H", "H", "H", "H", "H", "C", "C", "H", "H", "H", "H", "H", "H"], "positions_angstrom": [[-0.583, 1.125, -2.392], [0.896, 0.891, -2.109], [-1.394, 0.880, -1.130], [-0.749, 2.155, -2.688], [-0.901, 0.360, -3.089], [1.009, -0.053, -1.570], [1.444, 1.655, -1.575], [-1.515, 1.656, -0.463], [-2.323, 0.536, -1.375], [-0.970, 0.110, -0.602], [1.401, 0.782, -3.063], [0.133, -1.477, 3.174], [0.778, -1.038, 1.844], [-0.914, -1.740, 3.024], [0.703, -2.312, 3.593], [0.156, -0.656, 3.880], [0.507, -1.762, 1.078], [1.865, -1.094, 1.862], [0.457, -0.016, 1.602]], "mulliken_charge": [-0.242, -1.118, -0.293, 0.322, 0.310, 0.364, 0.343, 0.375, 0.381, 0.215, 0.330, -0.958, -0.635, 0.286, 0.291, 0.293, 0.256, 0.354, 0.124]}

---

Model 3:
{"formula": "C4H14N", "method": "ωB97M-V/def2-TZVPD", "gap_ev": 10.580, "charge": 1, "e_homo_ev": -14.35, "spin_multiplicity": 1, "symbols": ["C", "C", "N", "H", "H", "H", "H", "H", "H", "H", "H", "C", "C", "H", "H", "H", "H", "H", "H"], "positions_angstrom": [[-2.122, -0.155, -0.089], [-1.786, 0.073, 1.379], [-1.088, 0.555, -1.078], [-1.927, -1.243, -0.262], [-3.190, 0.312, -0.169], [-2.781, 0.332, 2.011], [-1.052, 0.860, 1.395], [-1.571, 1.197, -1.710], [-0.235, 0.976, -0.647], [-0.731, -0.257, -1.723], [-1.452, -0.881, 1.758], [2.371, 0.281, -0.628], [2.119, -0.739, 0.302], [2.568, -0.242, -1.601], [1.538, 0.866, -0.811], [3.304, 0.922, -0.335], [2.447, -1.768, 0.166], [1.058, -0.883, 0.693], [2.529, -0.208, 1.350]], "mulliken_charge": [-0.100, -1.021, -0.393, 0.220, 0.297, 0.336, 0.322, 0.369, 0.240, 0.438, 0.285, -0.751, -0.487, 0.240, 0.190, 0.307, 0.316, -0.024, 0.215]}

---

Which one sits at the top of the stability order? model 2 does.

---

Model 1:
{"formula": "H3NP2", "method": "ωB97M-V/def2-TZVPD", "gap_ev": [6.620, 6.610], "e_homo_ev": [-7.31, -7.32], "spin_multiplicity": 1, "symbols": ["N", "P", "P", "H", "H", "H"], "positions_angstrom": [[0.915, -0.523, -1.696], [1.804, -1.294, -2.643], [-0.303, 0.017, -0.876], [-1.665, 1.774, -3.043], [-1.073, 1.295, -2.888], [0.035, -0.903, 0.070]], "mulliken_charge": [0.164, -0.058, -0.081, 0.223, -0.270, 0.022]}

---

Model 2:
{"formula": "H3NP2", "method": "ωB97M-V/def2-TZVPD", "gap_ev": [8.524, 7.328], "e_homo_ev": [-9.56, -8.51], "spin_multiplicity": 1, "symbols": ["N", "P", "P", "H", "H", "H"], "positions_angstrom": [[-0.320, -0.329, -1.207], [-0.169, 1.175, -1.412], [0.531, -0.079, 1.599], [-0.911, 1.410, -2.491], [1.481, -1.257, 1.636], [-0.613, -0.919, 1.875]], "mulliken_charge": [-0.296, 0.188, -0.104, 0.060, 0.077, 0.075]}

---

Which one sits at the top of the stability order? model 1 does.

---

Model 1:
{"formula": "H29O14", "method": "ωB97M-V/def2-TZVPD", "gap_ev": 10.157, "charge": 1, "e_homo_ev": -13.54, "spin_multiplicity": 1, "symbols": ["O", "H", "O", "H", "H", "O", "H", "H", "O", "H", "H", "O", "H", "H", "O", "H", "H", "O", "H", "H", "O", "H", "H", "O", "H", "H", "O", "H", "H", "O", "H", "H", "O", "H", "H", "O", "H", "H", "O", "H", "H", "H", "H"], "positions_angstrom": [[-1.866, -3.991, -0.401], [4.860, 0.422, -0.794], [-0.498, 0.912, 4.158], [-0.751, 0.739, 2.938], [-0.315, 0.016, 4.484], [1.801, 1.750, 4.121], [1.423, -1.762, -0.218], [1.200, 2.474, 4.368], [0.945, 1.297, 1.888], [1.260, 2.191, 1.702], [0.944, 0.718, 1.129], [-1.547, 2.936, -1.425], [-1.222, 2.309, -2.094], [-2.494, 2.801, -1.448], [-0.752, -1.887, -2.466], [-1.176, -2.398, -3.152], [-0.773, -2.321, -1.597], [-0.520, -3.639, 1.792], [-0.678, -2.840, 2.291], [-1.072, -3.658, 0.973], [-3.818, 0.185, -2.561], [-3.985, -0.487, -1.877], [-3.566, -0.366, -3.303], [-1.804, 0.793, 2.152], [-1.802, 1.084, 1.215], [-2.629, -3.414, -0.291], [4.893, 0.661, 0.145], [5.127, -0.190, 0.547], [2.396, 2.087, 3.397], [2.226, -1.685, -0.737], [0.525, 1.115, 3.908], [2.903, -0.827, -3.146], [2.517, -1.628, -3.621], [-2.740, 0.719, 2.343], [3.252, -2.253, -3.478], [-0.104, 3.600, 0.724], [-0.253, 4.455, 1.155], [-0.423, 3.952, -0.129], [-0.467, 1.042, -3.322], [-0.359, 0.239, -2.814], [-0.142, 1.086, -4.225], [-2.400, -4.741, -0.689], [1.880, -1.493, -1.642]], "mulliken_charge": [-0.697, 0.297, -0.649, 0.564, 0.408, -0.656, 0.243, 0.364, -0.602, 0.295, 0.215, -0.578, 0.348, 0.282, -0.516, 0.251, 0.289, -0.633, 0.269, 0.398, -0.580, 0.280, 0.303, -0.477, 0.307, 0.339, -0.613, 0.320, 0.342, -0.536, 0.527, 0.325, -0.679, 0.315, 0.330, -0.554, 0.293, 0.282, -0.669, 0.322, 0.273, 0.300, 0.354]}

---

Model 2:
{"formula": "H29O14", "method": "ωB97M-V/def2-TZVPD", "gap_ev": 11.205, "charge": 1, "e_homo_ev": -13.78, "spin_multiplicity": 1, "symbols": ["O", "H", "O", "H", "H", "O", "H", "H", "O", "H", "H", "O", "H", "H", "O", "H", "H", "O", "H", "H", "O", "H", "H", "O", "H", "H", "O", "H", "H", "O", "H", "H", "O", "H", "H", "O", "H", "H", "O", "H", "H", "H", "H"], "positions_angstrom": [[-0.054, -3.804, -2.579], [-2.474, 3.544, -0.414], [1.549, 3.923, 0.502], [0.681, 3.777, 0.062], [-2.095, 2.900, -1.503], [0.942, 1.677, -4.248], [-3.351, 2.660, 2.110], [0.613, 2.435, -4.622], [-0.233, -1.207, -1.218], [0.475, -1.593, -1.702], [-0.384, -2.036, -0.614], [-0.071, -4.573, 1.786], [-0.898, -4.527, 2.350], [0.518, -5.102, 2.114], [0.902, -0.716, 2.118], [0.279, -0.471, 2.757], [0.936, -1.571, 1.945], [2.120, -0.521, -2.677], [2.503, -0.838, -3.533], [1.536, 0.191, -2.844], [2.152, 2.477, 3.372], [1.563, 2.541, 4.040], [2.964, 2.810, 3.828], [0.498, 0.974, -0.046], [0.080, 0.828, -0.881], [-0.101, -2.973, -3.117], [-1.887, 3.671, -1.011], [-3.899, -3.556, -0.747], [0.098, 1.189, -3.913], [-3.022, 1.777, 1.665], [2.669, 1.341, 1.367], [-0.626, -2.676, 1.567], [-1.235, -2.209, 2.327], [0.435, 0.167, 0.451], [-2.009, -2.245, 1.633], [-3.639, -2.861, -0.297], [2.259, 4.604, 0.101], [-4.358, -2.320, -0.780], [2.868, 1.720, 0.603], [2.531, 2.575, 0.576], [1.880, 1.368, 0.129], [0.116, -4.531, -3.057], [-2.828, 1.178, 2.402]], "mulliken_charge": [-0.580, 0.254, -0.768, 0.356, 0.282, -0.652, 0.335, 0.302, -0.662, 0.273, 0.331, -0.590, 0.357, 0.238, -0.568, 0.272, 0.197, -0.581, 0.296, 0.300, -0.534, 0.260, 0.297, -0.611, 0.275, 0.319, -0.531, 0.253, 0.320, -0.620, 0.342, 0.338, -0.703, 0.432, 0.357, -0.539, 0.369, 0.319, -0.355, 0.539, 0.521, 0.267, 0.294]}

---

Which one sits at the top of the stability order? model 1 does.

---

Model 1:
{"formula": "C6H7N3OS", "method": "ωB97M-V/def2-TZVPD", "gap_ev": 9.591, "smiles": "N#CC(S)=C=N.CCN=C=O", "e_homo_ev": -9.71, "spin_multiplicity": 1, "symbols": ["C", "C", "C", "C", "C", "C", "N", "N", "N", "O", "S", "H", "H", "H", "H", "H", "H", "H"], "positions_angstrom": [[0.006, 1.868, -1.146], [0.269, 2.067, 1.227], [-1.375, -0.957, -0.911], [0.883, -1.930, 1.328], [0.912, -1.897, -0.216], [-0.461, 2.175, 0.037], [0.388, 1.293, -2.154], [0.908, 2.010, 2.199], [-0.429, -1.607, -0.668], [-2.367, -0.477, -1.286], [-2.094, 3.065, 0.138], [0.486, -0.924, 1.693], [0.170, -2.751, 1.815], [1.818, -1.876, 1.721], [1.486, -0.978, -0.650], [1.229, -2.865, -0.602], [0.950, 1.704, -3.003], [-2.779, 2.081, 0.475]], "mulliken_charge": [0.548, 0.373, 0.521, -0.951, -0.217, -0.327, -0.436, -0.433, -0.199, -0.504, -0.151, 0.203, 0.259, 0.398, 0.236, 0.246, 0.304, 0.128]}

---

Model 2:
{"formula": "C6H7N3OS", "method": "ωB97M-V/def2-TZVPD", "gap_ev": 9.421, "smiles": "c1csc(-c2ncon2)n1.C", "e_homo_ev": -9.27, "spin_multiplicity": 1, "symbols": ["C", "C", "C", "C", "C", "C", "N", "N", "N", "O", "S", "H", "H", "H", "H", "H", "H", "H"], "positions_angstrom": [[2.196, -2.214, 1.200], [2.752, -2.496, -0.041], [2.139, -0.196, 0.361], [2.120, 3.147, -0.547], [2.034, 1.253, 0.268], [-2.130, 0.394, -0.166], [1.925, -0.917, 1.421], [2.367, 1.939, -0.873], [1.520, 2.047, 1.168], [1.554, 3.263, 0.648], [2.882, -1.020, -0.943], [1.993, -2.876, 1.915], [3.062, -3.453, -0.591], [2.313, 4.076, -1.165], [-1.740, -0.486, -0.417], [-3.167, 0.136, 0.318], [-1.503, 0.790, 0.750], [-2.268, 1.135, -0.987]], "mulliken_charge": [-0.590, -0.145, 0.556, 0.114, 0.373, -0.920, -0.536, -0.489, -0.351, -0.109, -0.079, 0.556, 0.332, 0.372, 0.263, 0.251, 0.184, 0.218]}

---

Which one sits at the top of the stability order? model 2 does.

---

Model 1:
{"formula": "C2H7NO", "method": "ωB97M-V/def2-TZVPD", "gap_ev": 10.732, "smiles": "CCON", "e_homo_ev": -9.51, "spin_multiplicity": 1, "symbols": ["C", "C", "H", "H", "H", "H", "H", "H", "H", "N", "O"], "positions_angstrom": [[-1.376, 0.292, -0.102], [-0.221, -0.714, 0.121], [-1.777, 0.480, -1.049], [-2.319, -0.092, 0.450], [-1.307, 1.407, 0.099], [-0.069, -0.633, 1.190], [-0.427, -1.462, -0.282], [2.716, -0.237, 0.195], [2.028, 1.038, -0.106], [1.887, 0.247, 0.132], [0.865, -0.326, -0.647]], "mulliken_charge": [-1.117, -0.225, 0.385, 0.288, 0.308, 0.356, 0.356, 0.192, 0.129, -0.398, -0.273]}

---

Model 2:
{"formula": "C2H7NO", "method": "ωB97M-V/def2-TZVPD", "gap_ev": 11.306, "smiles": "NC=O.C", "e_homo_ev": -10.31, "spin_multiplicity": 1, "symbols": ["C", "H", "H", "H", "H", "C", "N", "O", "H", "H", "H"], "positions_angstrom": [[1.440, -6.826, -0.661], [2.404, -6.767, -0.163], [1.577, -7.314, -1.625], [0.677, -7.335, -0.084], [1.174, -5.803, -0.917], [-1.029, 5.523, 1.188], [-1.549, 5.696, -0.102], [0.044, 5.028, 1.399], [-1.858, 5.545, 1.924], [-2.103, 6.543, -0.189], [-0.777, 5.710, -0.770]], "mulliken_charge": [-0.903, 0.226, 0.230, 0.216, 0.232, 0.111, -0.441, -0.473, 0.293, 0.254, 0.256]}

---

Model 3:
{"formula": "C2H7NO", "method": "ωB97M-V/def2-TZVPD", "gap_ev": 8.888, "smiles": "N=O.CC", "e_homo_ev": -9.26, "spin_multiplicity": 1, "symbols": ["C", "C", "H", "H", "H", "H", "H", "H", "H", "N", "O"], "positions_angstrom": [[-1.238, 0.623, -0.287], [-1.605, -0.798, 0.142], [-1.749, 0.909, -1.214], [-1.538, 1.347, 0.469], [-0.177, 0.748, -0.458], [-2.687, -0.871, 0.260], [-1.147, -1.056, 1.098], [-1.293, -1.547, -0.584], [4.160, 0.995, 0.733], [3.483, 0.317, 0.225], [3.791, -0.667, -0.382]], "mulliken_charge": [-0.770, -0.807, 0.264, 0.265, 0.240, 0.270, 0.263, 0.271, 0.209, 0.016, -0.220]}

---

Model 4:
{"formula": "C2H7NO", "method": "ωB97M-V/def2-TZVPD", "gap_ev": 11.217, "smiles": "NC=O.C", "e_homo_ev": -10.26, "spin_multiplicity": 1, "symbols": ["C", "H", "H", "H", "H", "C", "N", "O", "H", "H", "H"], "positions_angstrom": [[1.386, -1.853, 0.966], [1.611, -2.874, 1.244], [1.282, -1.858, -0.117], [2.187, -1.143, 1.157], [0.465, -1.554, 1.465], [-0.634, 1.097, -0.612], [-1.641, 1.978, -0.976], [-0.301, 0.181, -1.303], [-0.127, 1.465, 0.278], [-1.986, 2.688, -0.338], [-2.242, 1.873, -1.764]], "mulliken_charge": [-0.951, 0.295, 0.229, 0.235, 0.194, 0.172, -0.365, -0.513, 0.289, 0.200, 0.215]}

---

Which one sits at the top of the stability order? model 4 does.

---

Model 1:
{"formula": "C2H7NO", "method": "ωB97M-V/def2-TZVPD", "gap_ev": 9.532, "smiles": "C=CN.O", "e_homo_ev": -8.44, "spin_multiplicity": 1, "symbols": ["C", "C", "N", "H", "H", "H", "H", "H", "H", "H", "O"], "positions_angstrom": [[-3.234, 0.790, 0.115], [-1.909, 0.906, -0.195], [-1.461, 1.236, -1.510], [-3.944, 1.145, 0.897], [-3.719, 0.883, -0.839], [-0.926, 1.006, 0.507], [-2.091, 1.242, -2.236], [-0.594, 0.805, -1.761], [5.919, -2.136, 1.029], [6.298, -3.259, 2.178], [5.661, -2.619, 1.813]], "mulliken_charge": [-0.721, 0.137, -0.443, 0.257, 0.157, 0.206, 0.196, 0.211, 0.322, 0.326, -0.648]}

---

Model 2:
{"formula": "C2H7NO", "method": "ωB97M-V/def2-TZVPD", "gap_ev": 4.647, "e_homo_ev": -6.72, "spin_multiplicity": 1, "symbols": ["O", "H", "C", "C", "N", "H", "H", "H", "H", "H", "H"], "positions_angstrom": [[-0.932, 0.032, 2.945], [-1.223, 0.966, 3.225], [0.094, 0.465, -0.603], [0.937, 0.403, -1.809], [-0.135, -0.721, 0.144], [-0.551, 1.394, -0.421], [2.050, 0.281, -1.614], [0.594, 0.315, -2.763], [-0.449, -0.614, 1.087], [-0.989, -1.182, -0.401], [0.604, -1.340, 0.210]], "mulliken_charge": [-1.054, 0.169, -0.202, -0.652, -0.155, 0.354, 0.258, 0.330, 0.117, 0.448, 0.387]}

---

Which one sits at the top of the stability order? model 1 does.